Entry 1:
Computed, not measured: a cluster of 6 separate species, C26H62N2O6S4 in total at a distorted geometry, with wB97M-V/def2-TZVPD.

Geometry as XYZ:
```
100
Properties=species:S:1:pos:R:3
C -5.724 1.072 3.100
S -4.920 2.626 3.559
O -5.631 3.719 2.822
C -5.405 2.579 5.326
H -6.765 1.126 3.409
H -5.198 0.256 3.601
H -5.606 0.909 2.031
H -5.215 3.621 5.600
H -4.646 1.963 5.801
H -6.448 2.396 5.573
C -2.249 0.328 1.372
S -2.658 -1.205 0.490
O -2.060 -1.068 -0.898
C -1.580 -2.300 1.486
H -1.172 0.461 1.496
H -2.653 0.302 2.386
H -2.632 1.181 0.813
H -1.801 -3.303 1.128
H -1.867 -2.277 2.539
H -0.536 -2.014 1.383
C 2.352 -1.388 -3.305
S 1.198 -1.825 -4.589
O 0.886 -3.295 -4.365
C -0.236 -0.951 -3.902
H 3.301 -1.181 -3.808
H 2.524 -2.271 -2.691
H 2.064 -0.505 -2.741
H -0.391 -1.125 -2.840
H -1.080 -1.322 -4.483
H -0.129 0.113 -4.114
C -1.524 -4.833 -1.929
S 0.021 -4.305 -1.130
O -0.108 -4.842 0.278
C 1.139 -5.476 -1.925
H -1.600 -5.919 -1.901
H -1.519 -4.462 -2.954
H -2.353 -4.410 -1.367
H 1.320 -5.304 -2.985
H 0.712 -6.474 -1.770
H 2.103 -5.611 -1.429
C -3.872 2.197 -1.987
C -2.704 3.159 -1.928
C -3.005 4.266 -0.861
C -1.834 5.208 -0.641
C -0.569 4.401 -0.275
C -0.237 3.202 -1.198
N -1.502 2.474 -1.438
O -1.246 1.315 -2.227
C 0.449 3.676 -2.469
C 0.683 2.307 -0.385
C -2.531 3.814 -3.310
H -3.694 1.358 -2.666
H -4.880 2.563 -2.180
H -3.987 1.627 -1.051
H -3.941 4.745 -1.142
H -3.116 3.621 0.017
H -1.995 5.848 0.226
H -1.672 5.812 -1.534
H -0.670 4.030 0.747
H 0.254 5.119 -0.242
H 0.499 2.871 -3.210
H 0.070 4.579 -2.937
H 1.521 3.802 -2.274
H 1.608 2.830 -0.141
H 0.269 1.986 0.574
H 0.884 1.359 -0.894
H -2.053 3.130 -4.011
H -2.060 4.795 -3.282
H -3.536 4.040 -3.681
H -1.428 0.594 -1.603
C 4.408 -0.383 -0.283
C 4.561 -1.624 0.578
C 5.556 -1.463 1.744
C 4.944 -0.588 2.839
C 3.705 -1.268 3.409
C 2.627 -1.578 2.341
N 3.225 -2.035 1.080
O 2.315 -2.470 0.123
C 1.828 -2.778 2.867
C 1.768 -0.313 2.184
C 5.059 -2.795 -0.268
H 3.869 0.430 0.206
H 3.798 -0.672 -1.140
H 5.387 0.007 -0.572
H 5.972 -2.401 2.111
H 6.425 -0.896 1.395
H 4.694 0.348 2.335
H 5.630 -0.390 3.663
H 3.332 -0.678 4.253
H 3.953 -2.196 3.934
H 1.080 -2.506 3.622
H 1.198 -3.192 2.075
H 2.400 -3.609 3.275
H 1.195 -0.071 3.081
H 2.408 0.566 2.057
H 1.171 -0.389 1.272
H 5.996 -2.572 -0.786
H 4.333 -3.068 -1.037
H 5.240 -3.707 0.303
H 2.301 -3.426 0.280
```

## Properties
E_tot = -3181.3192 Eh
ΔE to the lowest compared entry with this formula, charge and spin = 0.000 eV
HOMO energy = -8.006 eV
orbital gap = 8.28 eV
spin multiplicity = 1

Mulliken atomic charge list, values in e, 99 entries: -0.92 0.61 -0.64 -1.02 0.43 0.32 0.23 0.33 0.35 0.33 0.34 0.20 -0.59 -0.45 -0.40 0.46 -0.34 0.38 0.49 -0.26 -0.29 0.29 -0.60 -0.55 0.48 0.04 -0.10 -0.13 0.39 0.33 -1.12 1.10 -0.75 -1.32 0.41 0.34 0.28 0.34 0.44 0.35 -1.67 1.37 -0.95 -0.69 -1.53 2.10 0.75 0.19 -1.73 -2.04 -1.75 0.34 0.47 0.07 0.46 0.12 0.47 0.30 0.45 0.43 0.17 0.31 0.52 0.65 0.12 0.14 0.18 0.30 0.53 0.15 -1.05 1.37 -1.19 -0.67 -1.30 1.87 -0.13 0.08 -1.82 -1.58 -1.80 0.27 -0.16 0.46 0.34 0.42 0.32 0.41 0.37 0.46 0.38 0.26 0.42 0.59 0.41 -0.07 0.43 0.19 0.43

---

Entry 2:
Computed, not measured: a cluster of 8 separate species, C26H63BN11O9 in total at a distorted geometry, with wB97M-V/def2-TZVPD.

Geometry as XYZ:
```
110
Properties=species:S:1:pos:R:3
C 2.256 1.292 2.733
C 0.883 1.938 2.651
N -0.189 1.035 3.110
C -1.012 0.454 2.119
N -0.322 -0.803 1.549
C -0.957 -1.843 1.988
N -0.341 -2.955 2.423
N -2.351 -1.598 2.082
C -2.265 -0.222 2.730
B -3.643 0.581 2.698
O -3.594 1.874 2.320
O -4.813 -0.039 3.029
H 2.433 0.839 3.710
H 3.030 2.039 2.559
H 2.388 0.513 1.978
H 0.835 2.845 3.254
H 0.689 2.229 1.616
H 0.216 0.295 3.676
H -1.237 1.197 1.357
H 0.691 -0.829 1.437
H 0.346 -2.908 3.162
H -0.596 -3.866 2.078
H -2.641 -1.389 1.125
H -1.986 -0.394 3.777
H -4.286 2.449 2.702
H -4.686 -0.893 3.460
C -8.998 -1.649 4.123
O -9.798 -2.382 4.668
N -9.233 -0.362 3.796
C -8.230 0.454 3.149
C -10.533 0.203 4.112
H -7.983 -1.983 3.839
H -7.975 1.322 3.762
H -8.578 0.810 2.177
H -7.328 -0.135 3.002
H -10.724 0.157 5.184
H -11.327 -0.351 3.610
H -10.554 1.240 3.785
C 1.844 -1.340 -1.552
O 1.679 -1.688 -0.386
N 0.969 -1.547 -2.541
C 1.251 -1.130 -3.907
C -0.282 -2.220 -2.246
H 2.758 -0.830 -1.892
H 0.503 -0.416 -4.253
H 1.252 -1.991 -4.578
H 2.237 -0.670 -3.951
H -0.860 -1.654 -1.513
H -0.099 -3.216 -1.840
H -0.859 -2.308 -3.163
C 5.514 -2.108 -3.491
O 4.770 -1.500 -4.241
N 5.224 -3.309 -2.957
C 6.099 -3.979 -2.022
C 3.975 -3.935 -3.364
H 6.496 -1.711 -3.183
H 6.427 -4.945 -2.415
H 5.596 -4.147 -1.067
H 6.978 -3.361 -1.846
H 3.982 -4.137 -4.436
H 3.153 -3.248 -3.156
H 3.840 -4.869 -2.825
C 6.164 -6.332 -6.257
O 5.061 -5.832 -6.125
N 7.319 -5.651 -6.119
C 8.615 -6.282 -6.240
C 7.226 -4.231 -5.829
H 6.311 -7.399 -6.489
H 9.186 -6.186 -5.314
H 9.196 -5.837 -7.050
H 8.480 -7.340 -6.454
H 6.643 -4.078 -4.921
H 6.712 -3.702 -6.632
H 8.225 -3.820 -5.705
C -3.650 5.178 2.805
O -4.571 4.375 2.715
N -3.038 5.735 1.757
C -1.955 6.694 1.897
C -3.481 5.372 0.422
H -3.256 5.515 3.776
H -2.213 7.644 1.438
H -1.054 6.316 1.409
H -1.745 6.842 2.955
H -4.532 5.625 0.280
H -3.372 4.298 0.259
H -2.876 5.919 -0.297
C 2.903 -3.320 4.310
O 2.735 -2.181 3.896
N 3.120 -4.391 3.530
C 3.314 -5.717 4.086
C 3.154 -4.217 2.084
H 2.902 -3.558 5.385
H 4.292 -6.114 3.810
H 2.547 -6.406 3.729
H 3.256 -5.666 5.171
H 3.949 -3.539 1.776
H 2.216 -3.781 1.738
H 3.301 -5.183 1.610
C -1.657 9.432 -1.367
O -1.873 8.924 -0.279
N -2.486 9.356 -2.421
C -2.179 9.989 -3.688
C -3.734 8.628 -2.276
H -0.747 10.020 -1.570
H -2.937 10.730 -3.947
H -2.127 9.251 -4.490
H -1.216 10.491 -3.616
H -4.343 9.059 -1.481
H -3.548 7.583 -2.028
H -4.280 8.679 -3.215
```

## Properties
E_tot = -2332.7171 Eh
charge = +1
HOMO energy = -10.424 eV
orbital gap = 7.64 eV
spin multiplicity = 1

Mulliken atomic charge list, values in e, 99 entries: -1.19 -0.34 -0.24 -0.60 0.61 0.05 -0.19 -0.39 -0.32 0.36 -0.44 -0.25 0.33 0.40 0.24 0.38 0.26 0.34 0.62 0.00 0.12 0.26 0.32 0.17 0.33 0.25 0.15 -0.58 0.14 -0.73 -0.95 0.22 0.35 0.34 0.07 0.30 0.29 0.38 -0.06 -0.72 0.15 -0.95 -0.82 0.42 0.37 0.38 0.31 0.13 0.30 0.40 -0.06 -0.57 0.35 -0.90 -0.66 0.36 0.33 0.24 0.31 0.29 -0.10 0.45 0.07 -0.56 0.17 -0.92 -0.83 0.28 0.33 0.32 0.30 0.11 0.32 0.40 0.17 -0.76 0.16 -0.82 -0.90 0.31 0.38 0.28 0.30 0.32 0.25 0.29 -0.01 -0.59 0.20 -0.93 -0.70 0.33 0.33 0.34 0.31 0.27 0.12 0.38 0.13